A cluster of 2 separate species, C2H4P2 in total, computed with ωB97M-V/def2-TZVPD.

Summary:
HOMO energy   -0.346 Ha
SMILES   C#P.C=P
Strongest force on any atom   4.9 eV Å⁻¹

Last column: Löwdin charge in e.
Cartesian coordinates (Å):
C (-1.6127, 0.3544, 0.6138)  -0.465
C (-1.2723, -0.1089, -2.4420)  -0.565
P (-0.5667, -0.7836, 1.3522)  0.745
P (0.1018, 0.0687, -3.1477)  0.675
H (-2.5750, 0.3494, 0.3233)  -0.062
H (-1.1622, 1.2186, 0.1892)  -0.043
H (-1.6461, -1.6153, 1.5270)  -0.191
H (-2.2395, -0.1782, -2.0451)  -0.094

An isolated molecule of C2H4S, computed with ωB97M-V/def2-TZVPD.

Summary:
HOMO energy   -0.323 Ha
SMILES   CC=S
Strongest force on any atom   4.9 eV Å⁻¹

Last column: Löwdin charge in e.
Cartesian coordinates (Å):
C (-0.0535, 0.5522, 0.2049)  -0.241
C (0.2008, -0.7894, -0.1789)  -0.855
H (0.7291, 1.3710, -0.1021)  0.122
H (-0.2729, 0.6911, 1.3524)  0.122
H (-1.0365, 0.6540, -0.2210)  0.022
H (1.2796, -0.8487, -0.1423)  0.058
S (-0.8466, -1.6301, -0.9130)  0.773

A structure of composition C2H4S, computed with ωB97M-V/def2-TZVPD.

Summary:
HOMO energy   -0.321 Ha
Strongest force on any atom   4.6 eV Å⁻¹

Last column: Löwdin charge in e.
Cartesian coordinates (Å):
C (-0.7616, -0.1654, 0.3324)  -0.743
C (0.6741, 0.0832, -0.1949)  -0.221
S (-1.9920, 0.5209, -0.4726)  0.616
H (-1.0994, -1.0265, 1.3827)  0.156
H (1.5055, 0.1523, 0.6209)  0.098
H (0.6424, 1.0414, -0.7721)  0.060
H (1.0309, -0.6059, -0.8962)  0.032

An isolated molecule of C2H4S2, computed with ωB97M-V/def2-TZVPD.

Summary:
HOMO energy   -0.325 Ha
SMILES   CC(=S)S
Strongest force on any atom   4.3 eV Å⁻¹

Last column: Löwdin charge in e.
Cartesian coordinates (Å):
C (0.7197, -0.4492, 0.3973)  -1.007
C (-0.1142, -0.1731, -0.7688)  -0.186
S (2.1100, -1.2057, 0.5515)  0.699
S (-0.1097, 0.3708, 2.2080)  0.494
H (0.1705, -0.3855, -1.6985)  0.035
H (-0.9100, -0.7884, -0.5115)  0.065
H (-0.5751, 0.8033, -0.8726)  0.095
H (0.4352, -0.7939, 2.6780)  -0.193